Entry w
Density functional theory data (wB97M-V/def2-TZVPD) for a single C3H6N4O molecule.

The HOMO energy is -9.285 eV. Its total charge is 0. The SMILES is [H]/N=C(/N/C=N/[H])ON=C. The calculation puts the LUMO energy at 0.687 eV. Its spin multiplicity is 1. As for the gap between HOMO and LUMO: 10.0 eV.

The geometry in XYZ format:
```
14
Properties=species:S:1:pos:R:3:lowdin_charge:R:1
H 2.123 -1.897 -0.402 0.05
N 1.339 -1.983 0.251 0.15
C 0.660 -0.892 0.173 -0.52
N -0.519 -0.729 0.827 0.09
C -1.146 0.455 1.193 -0.30
N -2.143 0.453 1.971 0.07
H -2.495 1.421 2.127 0.06
O 1.084 0.177 -0.578 -0.08
N 0.080 0.650 -1.460 0.01
C 0.580 1.543 -2.220 0.00
H -0.942 -1.530 1.322 0.16
H -0.704 1.368 0.739 0.12
H -0.122 1.938 -2.951 0.08
H 1.612 1.911 -2.210 0.09
```


Entry x
Density functional theory data (wB97M-V/def2-TZVPD) for a single C3H6N4O molecule.

The HOMO energy is -8.479 eV. Its total charge is 0. The SMILES is [H]/N=c1/c(=O)[nH][nH]n1C. The calculation puts the LUMO energy at 0.721 eV. Its spin multiplicity is 1. As for the gap between HOMO and LUMO: 9.2 eV.

The geometry in XYZ format:
```
14
Properties=species:S:1:pos:R:3:lowdin_charge:R:1
H 0.235 2.580 -0.134 -0.02
N -0.572 2.110 -0.159 0.17
C -0.503 0.892 0.083 -0.31
C -1.944 -0.126 0.109 -0.30
O -3.101 0.135 -0.199 0.04
N -1.315 -1.363 0.144 0.04
N 0.035 -1.344 0.193 -0.01
N 0.500 0.035 0.323 -0.12
C 1.814 0.221 -0.268 -0.03
H -1.789 -2.221 0.241 0.14
H 0.398 -1.910 0.900 0.11
H 2.529 0.232 0.535 0.07
H 2.008 -0.520 -1.071 0.10
H 1.704 1.281 -0.697 0.10
```


Relative energies, in kcal/mol, with the most stable structure set to zero: entry w 0.0; entry x 23.5.


Entry w
Density functional theory data (wB97M-V/def2-TZVPD) for a single C3H6N4O molecule.

The HOMO energy is -7.928 eV. Its total charge is 0. The SMILES is CN/N=c1\nc[nH]o1. The calculation puts the LUMO energy at 0.576 eV. Its spin multiplicity is 1. As for the gap between HOMO and LUMO: 8.5 eV.

The geometry in XYZ format:
```
14
Properties=species:S:1:pos:R:3:lowdin_charge:R:1
C -2.674 -0.185 0.173 -0.16
N -1.507 0.303 -0.566 -0.18
N -0.628 -0.696 -0.455 0.02
C 0.622 -0.350 -0.453 -0.35
N 1.180 0.969 -0.301 0.15
C 2.389 0.782 -0.109 -0.23
N 2.822 -0.516 -0.040 0.03
O 1.642 -1.282 -0.304 -0.01
H -2.270 -0.558 1.195 0.09
H -3.495 0.633 0.279 0.09
H -3.208 -1.022 -0.335 0.07
H -1.192 1.189 -0.020 0.13
H 3.183 1.573 -0.006 0.15
H 3.135 -0.841 0.942 0.18
```


Entry x
Density functional theory data (wB97M-V/def2-TZVPD) for a single C3H6N4O molecule.

The HOMO energy is -8.489 eV. Its total charge is 0. The SMILES is Nc1c(O)cnn1N. The calculation puts the LUMO energy at 0.629 eV. Its spin multiplicity is 1. As for the gap between HOMO and LUMO: 9.1 eV.

The geometry in XYZ format:
```
14
Properties=species:S:1:pos:R:3:lowdin_charge:R:1
N 0.115 1.800 -0.046 0.09
C -0.064 0.403 -0.057 -0.30
C -1.171 -0.371 0.015 -0.28
O -2.439 0.159 -0.034 0.03
C -0.680 -1.719 -0.006 -0.10
N 0.616 -1.680 -0.051 0.05
N 1.011 -0.448 -0.053 -0.21
N 2.366 -0.145 -0.133 0.11
H 0.049 2.106 0.935 0.09
H -0.690 2.305 -0.538 0.12
H -3.023 -0.535 -0.396 0.11
H -1.215 -2.687 0.121 0.12
H 2.399 0.793 -0.544 0.09
H 2.726 0.018 0.786 0.08
```


Entry y
Density functional theory data (wB97M-V/def2-TZVPD) for 2 unconnected molecules or ions with the total composition C3H6N4O.

The HOMO energy is -9.033 eV. Its total charge is 0. The calculation puts the LUMO energy at -0.566 eV. Its spin multiplicity is 1. As for the gap between HOMO and LUMO: 8.5 eV.

The geometry in XYZ format:
```
14
Properties=species:S:1:pos:R:3:lowdin_charge:R:1
C -1.185 0.068 0.441 -0.54
C -0.055 0.772 1.133 -0.09
C 1.366 0.291 -0.522 -0.62
H -3.044 -0.383 0.479 0.12
H 0.157 0.184 1.975 0.12
H -0.583 1.785 1.393 0.17
H 2.913 -0.423 -1.688 0.07
H 0.528 -0.619 -1.924 0.21
H -1.045 -1.996 -0.218 0.29
N -2.265 0.170 1.072 0.12
N 2.645 0.362 -0.963 0.09
N 0.506 -0.738 -0.770 -0.02
N -0.968 -0.666 -0.718 0.04
O 1.029 1.194 0.309 0.04
```


Entry z
Density functional theory data (wB97M-V/def2-TZVPD) for a single C3H6N4O molecule.

The HOMO energy is -8.882 eV. Its total charge is 0. The SMILES is [H]/N=C/NC(=O)NN=C. The calculation puts the LUMO energy at 0.418 eV. Its spin multiplicity is 1. As for the gap between HOMO and LUMO: 9.3 eV.

The geometry in XYZ format:
```
14
Properties=species:S:1:pos:R:3:lowdin_charge:R:1
H 1.374 -1.938 -1.574 0.04
N 1.068 -1.063 -1.079 0.04
C 1.625 -0.989 0.226 -0.21
N 1.374 0.187 0.948 0.03
C 0.753 1.049 -0.024 -0.56
O 1.207 2.068 -0.356 0.13
N -0.534 0.655 -0.643 0.02
N -1.365 0.018 0.361 -0.05
C -2.620 -0.119 0.154 -0.06
H 2.139 -1.836 0.765 0.11
H 2.051 0.726 1.855 0.28
H -0.961 1.449 -0.985 0.08
H -3.086 0.614 -0.576 0.09
H -3.025 -0.820 0.927 0.07
```


Relative energies, in kcal/mol, with the most stable structure set to zero: entry w 45.6; entry x 0.0; entry y 85.0; entry z 61.7.


Entry w
Density functional theory data (wB97M-V/def2-TZVPD) for a single C3H6N4O molecule.

The HOMO energy is -9.254 eV. Its total charge is 0. The SMILES is NC1=NC(=O)NCN1. The calculation puts the LUMO energy at 0.488 eV. Its spin multiplicity is 1. As for the gap between HOMO and LUMO: 9.7 eV.

The geometry in XYZ format:
```
14
Properties=species:S:1:pos:R:3:lowdin_charge:R:1
N 2.394 -0.451 -0.040 0.10
C 1.072 -0.206 0.189 -0.53
N 0.579 0.903 -0.235 0.18
C -0.781 0.799 -0.625 -0.57
O -1.305 1.518 -1.532 -0.02
N -1.521 -0.163 -0.105 0.05
C -0.988 -0.881 1.108 -0.13
N 0.471 -1.139 1.031 0.07
H 2.645 0.550 -0.296 0.12
H 3.063 -0.643 0.790 0.14
H -2.519 -0.437 -0.479 0.20
H -1.155 -0.092 1.808 0.11
H -1.575 -1.772 1.224 0.12
H 0.715 -2.072 0.623 0.15
```


Entry x
Density functional theory data (wB97M-V/def2-TZVPD) for a single C3H6N4O molecule.

The HOMO energy is -8.712 eV. Its total charge is 0. The SMILES is C=NN/C=N/C=N\O. The calculation puts the LUMO energy at 0.066 eV. Its spin multiplicity is 1. As for the gap between HOMO and LUMO: 8.8 eV.

The geometry in XYZ format:
```
14
Properties=species:S:1:pos:R:3:lowdin_charge:R:1
C -1.052 -2.525 0.450 -0.06
N -1.745 -1.632 -0.133 -0.05
N -1.574 -0.275 -0.466 0.01
C -0.438 0.344 -0.678 -0.23
N -0.260 1.590 -0.950 0.04
C 0.917 2.152 -0.542 -0.25
N 2.026 1.978 0.224 0.06
O 1.986 0.530 0.714 -0.20
H -0.283 -2.091 1.367 0.13
H -1.306 -3.601 0.567 0.07
H -2.355 0.127 -0.989 0.15
H 0.622 -0.071 -0.092 0.17
H 0.955 3.112 -0.998 0.08
H 2.508 0.362 1.526 0.09
```


Entry y
Density functional theory data (wB97M-V/def2-TZVPD) for a single C3H6N4O molecule.

The HOMO energy is -9.127 eV. Its total charge is 0. The SMILES is [H]/N=c1/cnon1NC. The calculation puts the LUMO energy at -0.305 eV. Its spin multiplicity is 1. As for the gap between HOMO and LUMO: 8.8 eV.

The geometry in XYZ format:
```
14
Properties=species:S:1:pos:R:3:lowdin_charge:R:1
H -2.337 -0.630 0.455 0.01
N -2.027 -0.555 -0.492 0.11
C -0.768 -0.253 -0.689 -0.34
C 0.096 -0.599 -1.912 0.04
N 1.355 -0.002 -1.679 0.10
O 1.367 0.459 -0.374 -0.10
N 0.136 0.347 0.268 -0.16
N 0.212 -0.344 1.513 -0.05
C -0.155 0.821 2.391 -0.12
H -0.184 -0.991 -2.847 0.08
H -0.745 -0.968 1.444 0.15
H -1.197 1.226 2.156 0.10
H -0.185 0.365 3.314 0.02
H 0.943 1.391 2.460 0.15
```


Entry z
Density functional theory data (wB97M-V/def2-TZVPD) for a single C3H6N4O molecule.

The HOMO energy is -8.027 eV. Its total charge is 0. The SMILES is CN1NN=N[C@]12CO2. The calculation puts the LUMO energy at 0.721 eV. Its spin multiplicity is 1. As for the gap between HOMO and LUMO: 8.7 eV.

The geometry in XYZ format:
```
14
Properties=species:S:1:pos:R:3:lowdin_charge:R:1
C -1.361 0.839 0.363 -0.03
N 0.055 0.595 0.621 -0.07
N 0.882 1.588 0.110 -0.04
N 1.941 1.142 -0.485 0.00
N 1.962 -0.110 -0.518 0.08
C 0.773 -0.571 0.031 -0.41
C -0.045 -2.014 -0.509 0.04
O 0.690 -1.771 0.742 -0.05
H -1.917 -0.050 0.655 0.09
H -1.641 1.712 0.805 0.05
H -1.425 0.821 -0.712 0.09
H 0.684 2.576 0.383 0.18
H -1.017 -2.180 -0.320 0.04
H 0.421 -2.580 -1.166 0.03
```


Relative energies, in kcal/mol, with the most stable structure set to zero: entry w 0.0; entry x 136.5; entry y 141.8; entry z 113.5.